{
  "formula": "C2H7O2PS",
  "method": "ωB97M-V/def2-TZVPD",
  "total_charge": 0,
  "smiles": "C=[P@](O)(S)OC",
  "de_lowest_ev": 2.698,
  "total_energy_ev": -26404.0389,
  "homo_lumo_gap_ev": 8.83,
  "species": ["C", "C", "O", "O", "P", "S", "H", "H", "H", "H", "H", "H", "H"],
  "xyz": [[-0.19259, -1.29563, 1.55131], [1.77658, 0.26452, -0.15665], [-1.82854, 1.10962, 0.08462], [0.46125, 0.69971, -0.55910], [-0.88121, -0.17516, -0.02510], [-1.42168, -1.04392, -1.88189], [-1.13622, -1.64810, 1.92470], [0.03096, -0.20897, 2.15365], [1.53065, -0.54239, 0.55531], [2.53808, 0.99030, 0.29186], [2.30940, -0.04906, -1.10612], [-1.35375, 1.83088, -0.43739], [-1.83293, 0.06822, -2.39519]]
}